No. 1
C15H17Br3N5O11 as an isolated structure. Source: OMol25; level of theory: ωB97M-V/def2-TZVPD.

Properties
**Largest force on an atom**: 1.977 eV/Å
**Net charge**: -1
**LUMO energy**: 0.059 Eh
**DFT total energy**: -9404.828120 Eh

XYZ file:
```
51
C15H17Br3N5O11, DFT ωB97M-V/def2-TZVPD
Br -3.3457 -0.9510 4.6614
Br -3.3447 0.3398 1.8453
Br -0.5737 0.0656 3.4452
O 4.0163 -3.5308 -1.0639
O -0.6529 -3.1817 -0.7004
O -1.0222 3.4975 0.4166
O 5.8256 3.8513 0.6917
O 6.9819 2.3630 1.7254
O -1.7873 4.9446 -0.9458
O -0.7098 -1.3296 0.4578
O -5.3475 -3.3428 -0.0045
O -5.7922 -2.1094 1.6975
O 3.9005 -2.9859 1.0055
O -2.5298 -2.1908 -0.2815
N 3.4468 -3.5271 0.0049
N -1.3206 3.8473 -0.7054
N -1.2679 -2.2480 -0.1777
N -5.5612 -2.2778 0.5157
N 5.9524 2.7580 1.2287
C 2.5829 0.2071 1.0575
C -1.8863 0.9259 -3.6612
C -5.5080 -1.0419 -0.3190
C 4.7523 1.9415 1.3030
C -1.4398 3.2218 -3.0906
C -1.5315 0.5560 -2.3722
C 3.5361 2.4126 0.8227
C -2.2518 -0.7893 3.0532
C -1.6994 2.2486 -4.0705
C -1.3164 1.4948 -1.4106
C 2.4525 1.5399 0.6906
C 3.7422 -0.1978 1.6904
C 4.8357 0.6466 1.8347
C -1.2989 2.8347 -1.7745
C 2.2125 -4.3179 0.2071
H -5.8916 -1.3163 -1.2978
H 1.6415 1.8798 0.0598
H 1.4554 -3.7276 0.7105
H 1.6646 -0.3705 1.0211
H -1.4870 -0.4990 -2.1292
H -2.0116 -1.7152 2.5475
H 2.4118 -5.2050 0.8034
H 3.4791 3.4430 0.5048
H -1.2029 1.1733 -0.3820
H -4.4959 -0.6804 -0.5012
H 1.9412 -4.6208 -0.8009
H -2.0646 0.1042 -4.3444
H -1.3833 4.2450 -3.4331
H -5.9527 -0.2120 0.2193
H 5.8085 0.3992 2.2370
H -1.8380 2.6262 -5.0729
H 3.8752 -1.1986 2.0811
```

---

No. 2
A 15-piece molecular cluster, C80H182N4O26 overall. Source: OMol25; level of theory: ωB97M-V/def2-TZVPD.

Properties
**Largest force on an atom**: 3.906 eV/Å
**Net charge**: -4
**LUMO energy**: 0.173 Eh
**DFT total energy**: -5331.518221 Eh

XYZ file:
```
292
C80H182N4O26, DFT ωB97M-V/def2-TZVPD
O 16.4454 11.5844 10.8111
O 28.4175 22.5439 17.8228
O 13.1122 24.1142 18.3504
O 8.7135 16.8798 11.7557
O 26.2930 14.3170 22.4417
O 14.0914 11.9575 9.0946
O 19.7833 20.9515 33.9276
O 24.3285 20.2479 12.7179
O 27.9251 16.3133 17.9430
O 10.6394 18.3637 13.1975
O 21.7442 21.5197 21.1265
O 24.0422 15.8497 15.7167
O 23.1979 18.3411 22.8106
O 27.1841 11.5668 23.5586
O 17.6860 4.9854 22.5013
O 23.4694 18.3676 25.9186
O 24.2276 19.9741 15.5774
O 27.8937 16.8840 14.9409
O 24.5446 4.5327 24.1938
O 10.6348 22.7726 16.8858
O 20.4809 4.5356 22.2523
O 20.1758 23.9162 21.1362
O 19.8532 10.4638 18.2307
O 28.7518 22.0470 14.8022
O 12.3064 14.0461 12.6566
O 18.4175 10.6137 15.7096
N 18.9000 21.6197 33.0599
N 12.2735 13.9684 14.0195
N 22.6950 16.1095 15.7888
N 24.3136 5.7205 23.4916
C 21.8590 22.4456 20.0630
C 14.2531 10.8158 9.7903
C 25.9255 12.3235 23.5162
C 9.4220 16.0844 10.8259
C 22.9273 20.0685 16.0467
C 28.0698 16.4266 13.6228
C 24.8560 8.4065 22.6657
C 17.7970 20.6743 32.6793
C 21.9757 15.2414 14.8162
C 17.5465 23.7021 32.5701
C 23.8367 18.0122 21.6221
C 16.8853 4.0900 21.7800
C 28.0158 16.9931 19.1840
C 16.8827 21.4775 31.7253
C 22.2272 13.7800 14.7435
C 11.7175 12.7287 16.0424
C 25.7198 6.8555 25.2706
C 26.8605 16.7073 17.0308
C 13.6717 14.2063 14.5864
C 20.5616 10.5904 19.5123
C 9.0320 16.6331 13.1505
C 27.1032 10.5675 24.5417
C 17.0437 20.0283 33.8174
C 11.6140 12.7095 14.4800
C 27.8612 23.3531 16.7044
C 22.8276 17.0363 18.0013
C 10.4316 22.1062 15.6735
C 15.2085 10.9301 11.0367
C 22.5038 15.7639 13.4656
C 27.5806 21.8024 18.6484
C 24.4772 4.9062 21.1946
C 11.7776 18.6711 12.3618
C 24.3787 6.7570 24.5284
C 23.7874 19.0361 13.3331
C 23.2869 6.4884 25.5729
C 13.6947 14.1835 16.1758
C 24.7635 7.2904 21.6279
C 23.0095 19.2921 24.9463
C 23.7660 19.3870 23.5923
C 18.5028 19.5954 31.7962
C 14.5349 13.1441 13.9767
C 11.6212 22.2175 17.6662
C 19.8757 23.7404 33.5388
C 22.2880 15.8756 17.2382
C 18.5769 22.9904 33.5708
C 13.1360 12.8469 16.6214
C 19.0524 11.7600 16.3101
C 28.7828 20.6491 14.9786
C 19.9412 15.2230 16.3051
C 24.0675 8.1637 23.9453
C 25.8691 13.0289 22.1628
C 23.1271 17.0474 25.5761
C 26.6376 5.7306 22.3715
C 10.1501 12.9583 14.1872
C 21.6481 4.4591 23.0847
C 12.7117 25.0180 17.3767
C 19.9333 5.8410 22.3419
C 12.0862 23.2161 18.6834
C 24.4756 18.8335 14.7400
C 20.7318 16.0060 17.3360
C 26.9662 16.0726 15.6885
C 23.8975 20.4300 11.4310
C 13.3071 13.0143 9.6601
C 19.2048 11.5972 17.7699
C 25.0542 5.9190 22.2038
C 16.3626 22.7282 32.3298
C 27.6101 22.6469 15.4199
C 22.7484 14.5077 17.7486
C 17.5434 10.7463 10.7587
C 21.4974 23.8431 20.6702
C 19.8785 23.3351 22.3955
C 18.1541 10.8768 14.3546
C 26.4854 15.0350 21.2711
C 20.5021 15.4579 14.9151
C 17.8325 23.0035 34.9415
C 10.5001 16.9937 13.4842
C 21.2775 20.2505 20.7414
C 14.0872 15.5799 14.0431
C 12.0519 11.4164 13.8094
C 18.5297 5.8259 21.7803
H 23.2199 17.3358 21.1050
H 28.8164 17.7820 19.1174
H 18.9903 19.9515 30.8340
H 17.8394 23.7926 35.5684
H 18.8771 15.4482 16.2528
H 16.7538 22.8862 34.7833
H 19.8282 6.1249 23.4113
H 18.5267 5.5530 20.7019
H 22.3384 19.2044 15.8213
H 25.1437 11.5814 23.6307
H 27.2674 16.8396 12.9895
H 25.8573 16.4538 17.5131
H 9.4912 12.1709 14.5480
H 13.8962 13.8614 10.1101
H 26.9011 15.9720 21.5005
H 11.9318 19.7390 12.5103
H 13.2023 16.2660 14.1168
H 15.7457 22.6327 33.1676
H 11.1491 13.6404 16.2544
H 15.6662 23.2748 31.7186
H 23.5409 5.5912 26.0840
H 11.1030 16.3577 12.8773
H 28.7148 24.0158 16.4934
H 22.2821 13.6290 17.2784
H 25.9452 8.5598 22.9393
H 24.0701 21.4779 11.1197
H 12.6368 18.0341 12.6208
H 20.5905 6.6363 21.9401
H 17.5082 11.7408 14.1978
H 26.5212 12.4303 21.5128
H 24.2876 19.6815 10.7122
H 10.6708 16.7273 14.5614
H 21.2441 22.1228 19.1780
H 24.4899 3.8894 21.6026
H 20.3074 15.7574 18.3490
H 22.1881 3.5632 22.8213
H 14.3752 12.1898 14.5018
H 13.6889 12.0572 16.0679
H 24.1517 17.8680 15.1761
H 13.4972 25.7927 17.2930
H 24.7912 19.2902 23.6236
H 18.9890 23.7330 22.8426
H 20.6640 23.1429 34.0069
H 8.8939 15.6162 13.4638
H 16.5471 3.2970 22.4618
H 25.5841 18.8617 14.6395
H 9.6382 22.6466 15.2236
H 21.6227 13.2552 15.5528
H 12.5880 24.5379 16.3168
H 23.4658 5.1282 21.0471
H 23.9411 16.9666 18.1571
H 17.4482 3.6196 20.9985
H 16.6902 18.9918 33.7112
H 22.2564 16.8459 13.2637
H 22.3240 17.0905 18.9369
H 28.2263 16.4302 20.0362
H 26.0083 5.9218 25.7471
H 14.4454 15.5089 13.0090
H 12.7503 13.3972 8.8365
H 22.1370 15.1698 12.5901
H 20.1981 20.2673 20.5195
H 22.3080 5.3177 23.0121
H 27.0084 23.9607 17.0729
H 20.6950 23.3527 23.0734
H 12.5892 21.9350 17.0871
H 20.2341 24.2093 32.6534
H 20.0355 14.1573 16.5697
H 14.5599 10.1403 9.0166
H 23.5748 15.7319 13.4811
H 14.8692 15.9841 14.6808
H 24.6217 9.4364 22.1903
H 26.8610 21.8537 15.5817
H 19.8439 10.9321 20.2707
H 27.0783 5.3322 21.4721
H 17.2787 24.5767 33.2005
H 23.9924 18.9362 21.0643
H 15.3683 9.9734 11.5229
H 15.9792 4.5966 21.3745
H 14.1642 13.1897 13.0023
H 21.6546 24.5992 19.9835
H 20.5496 17.0686 17.2016
H 27.1182 14.4975 20.5328
H 13.2109 15.0105 16.6745
H 12.6001 10.7692 14.4846
H 11.2045 23.8255 19.0003
H 11.1681 10.8503 13.5545
H 24.8815 13.1848 21.6981
H 18.4607 11.2472 10.6759
H 20.9588 9.5944 19.7396
H 29.5607 20.3548 14.3273
H 17.5719 10.1031 13.9399
H 23.7862 16.6285 24.8281
H 22.3174 6.4853 25.0846
H 25.8943 16.0834 15.2176
H 19.6934 12.5331 18.0430
H 23.9177 18.1824 12.5983
H 24.8919 17.7122 21.8717
H 12.6146 11.6887 12.9232
H 21.7375 19.8888 19.8037
H 22.7217 19.2369 13.5875
H 18.2288 22.1667 35.5410
H 28.0610 10.0771 24.5671
H 27.2218 23.3165 14.6744
H 22.9325 20.2214 17.1298
H 14.6541 14.4165 16.6344
H 25.3519 7.4584 20.8045
H 22.0106 16.9754 25.3382
H 29.0701 20.5109 16.0335
H 9.1159 16.4816 9.8306
H 23.7172 7.3311 21.2459
H 19.9770 14.7955 14.2641
H 26.7721 10.9803 25.5333
H 11.5497 18.4359 11.2861
H 20.2481 16.4403 14.6511
H 24.2683 8.9920 24.6376
H 18.2053 6.8256 21.9100
H 19.2430 19.1287 32.4040
H 18.4354 12.6400 16.1591
H 17.6575 10.0537 11.6452
H 28.1284 15.3563 13.4930
H 25.0765 5.0526 20.2288
H 23.0270 20.2792 25.3740
H 16.0803 20.8609 31.2598
H 23.8450 14.5143 17.6074
H 22.1095 23.9587 21.5788
H 16.1534 20.5059 34.0089
H 13.3041 10.3715 10.1267
H 17.6582 20.0037 34.7202
H 22.5469 14.4360 18.8536
H 11.2646 21.2879 18.2752
H 21.9410 19.0931 24.7751
H 26.7596 5.0869 23.2409
H 25.6368 7.5931 26.1175
H 26.7480 22.4394 19.0010
H 9.2669 14.9993 10.9694
H 26.7949 17.8478 16.8913
H 25.4988 15.1759 20.7125
H 17.5996 21.7537 30.8870
H 22.9103 22.4503 19.6157
H 17.3896 10.0243 9.9989
H 12.4324 22.7259 19.6042
H 22.3926 20.9253 15.6188
H 13.2477 12.6178 17.6325
H 19.6062 22.2375 22.2928
H 11.2502 11.8498 16.4963
H 21.7854 13.4237 13.7898
H 18.9822 11.1765 13.6682
H 21.3311 11.4040 19.4350
H 12.6329 12.5845 10.4724
H 28.2159 21.3923 19.3882
H 27.0884 17.5414 19.3711
H 10.5439 16.2099 10.9998
H 8.3245 17.1731 13.7753
H 28.9890 16.8445 13.2465
H 26.3345 9.8819 24.2051
H 18.2454 11.7342 18.2695
H 23.2782 13.4831 14.9020
H 25.9817 13.0744 24.2827
H 23.3533 7.3297 26.3391
H 15.6091 13.4091 14.0318
H 23.2649 16.5876 26.5208
H 11.7029 25.5362 17.5885
H 22.8413 20.1765 11.2699
H 21.4780 19.5104 21.5109
H 17.7666 18.7834 31.5154
H 27.1055 6.7382 22.4252
H 23.5377 20.3735 23.0912
H 9.8767 13.9902 14.6766
H 19.8343 24.6000 34.1814
H 27.1546 20.8967 18.1593
H 11.2879 21.9763 14.9865
H 10.0039 13.0265 13.0751
H 20.0671 11.9334 15.8371
H 23.0282 8.1352 23.7146
H 27.8560 20.1279 14.6799
H 17.9504 24.0408 31.6145
H 21.3125 4.4254 24.1679
H 10.0054 21.0804 15.8308
H 26.4970 7.2077 24.6186
H 14.7530 11.6703 11.6498
H 22.5443 17.9257 17.4889
H 27.3226 15.0709 15.6537
```

---

No. 3
C33H84CdF6N2O16S2 as an isolated structure. Source: OMol25; level of theory: ωB97M-V/def2-TZVPD.

Properties
**Largest force on an atom**: 3.959 eV/Å
**Relative energy (zero: lowest compared OMol25 entry of this formula, charge and spin)**: 0.0 kJ/mol
**Net charge**: 0
**LUMO energy**: -0.007 Eh
**DFT total energy**: -4184.178255 Eh

XYZ file:
```
144
C33H84CdF6N2O16S2, DFT ωB97M-V/def2-TZVPD
Cd 0.7088 1.8981 -3.7392
S 0.7087 -0.8198 -5.5899
S 1.8579 1.3553 -6.7499
F 3.6540 -0.6527 -6.4221
F -1.5463 0.0655 -4.6429
F -1.6376 -0.6496 -6.7264
F 4.1703 0.8978 -7.8425
F -1.5225 -2.0491 -5.0913
F 4.2346 1.2873 -5.7133
O -6.5243 1.5160 2.2015
O -2.9843 2.3185 -2.9261
O -0.5209 4.5528 4.2192
O 2.4684 0.8433 -2.6801
O 1.0644 -1.4211 -6.8245
O 5.2253 3.4468 3.0040
O 2.4235 -6.5314 -1.4787
O 1.2275 0.9974 -7.9699
O 1.5447 3.8938 -3.3880
O -0.9272 -2.1090 7.7653
O -5.6133 -4.5755 0.0051
O 4.0752 -2.4136 4.9345
O -0.4426 1.1223 -2.1061
O 1.1689 -1.4234 -4.3808
O 2.0869 2.7640 -6.5808
O -1.6132 -5.5181 1.9754
N 1.0482 0.8365 -5.4389
N 0.0075 0.8808 -0.8042
C -1.3538 -4.4560 2.8682
C 0.1012 -2.1757 6.7631
C 3.1752 -1.4242 4.4252
C -0.0610 2.0334 0.0784
C -1.1396 -0.8431 -5.5211
C 3.8418 4.4058 -2.5849
C 1.8042 -5.9839 -2.6568
C 3.7943 0.7877 -2.1183
C -0.8363 2.2552 4.7928
C -2.2400 -3.2501 2.5457
C -4.9743 -3.5823 -0.7507
C 0.3654 -0.7772 0.9952
C -4.2727 1.7815 -3.1064
C -4.3426 0.4301 2.1231
C 0.1055 -1.5238 -1.2943
C 3.5818 0.6264 -6.6986
C 2.9387 4.0865 -3.7748
C -4.7049 1.9929 -4.5518
C 3.0023 4.3383 3.5065
C 3.8952 -0.5490 3.4036
C -1.8760 -0.5979 -0.1772
C -1.4193 2.6146 0.4702
C -5.8301 0.2826 2.3689
C 0.7870 3.1473 -0.5202
C 4.4640 -0.4941 -2.5387
C -1.4616 3.4523 4.0893
C 0.6463 1.6884 1.3986
C 0.1928 0.3647 1.9794
C -0.3716 -1.5915 5.4286
C -0.3463 -0.4450 -0.3424
C 1.7132 -4.4620 -2.6177
C 3.9333 3.7319 2.4788
C -3.9346 -4.0414 -1.7477
H 3.7118 3.7721 -1.7133
H -2.4830 1.8944 -2.2156
H 2.6492 -3.9801 -2.3438
H 5.1451 2.7842 3.6973
H -3.7497 -3.2057 -2.4250
H 0.9455 -1.5789 7.1082
H 1.0008 3.8999 0.2415
H -2.3819 -1.5000 -0.5444
H -2.5469 -5.7485 2.0219
H -0.3750 -1.4005 -2.2626
H 3.8574 -1.3868 -2.3582
H -3.7241 -0.3287 2.6145
H 2.2439 -1.7997 3.9965
H -2.1912 -0.5752 0.8684
H 1.4184 -0.9946 0.7972
H -6.2807 2.1071 2.9193
H -2.4162 3.7565 4.5247
H -2.1467 -2.9307 1.5084
H -2.0543 2.0260 1.1321
H 3.0231 4.9411 -4.4464
H 2.0895 -0.0192 -2.4564
H 0.8259 -6.4497 -2.8091
H -2.4255 0.2103 -0.6695
H 3.7726 5.4683 -2.3524
H 3.6749 0.8362 -1.0327
H -4.7943 3.0290 -4.8594
H -6.3069 -0.4041 1.6717
H -5.6912 1.5236 -4.6456
H -4.0102 1.3433 2.6340
H 4.2149 -1.1289 2.5412
H -4.9866 2.2929 -2.4431
H 0.1368 -2.0954 4.6000
H -0.1435 -2.5141 -0.9165
H 0.3253 2.4520 2.1163
H 1.1875 4.7845 -3.3228
H 1.7318 1.7647 1.3072
H -2.0946 -2.3538 3.1500
H -1.5340 -4.7504 3.9053
H -4.0731 0.4620 1.0729
H -0.4973 4.8328 5.1389
H 3.2868 3.2120 -4.3177
H -0.1467 -1.6505 1.4089
H 0.9371 -4.1290 -1.9258
H -4.3847 0.7158 -2.8754
H -1.4299 -2.9244 7.6947
H 3.6017 -3.2400 5.0569
H -4.5809 -2.8395 -0.0380
H -1.4077 -1.9033 5.2668
H 2.3896 -6.2574 -3.5381
H 0.7966 0.2517 2.8891
H 2.8669 3.5942 4.2996
H 3.3900 5.2496 3.9642
H 4.7959 -0.1818 3.9051
H 0.2994 3.6167 -1.3779
H 2.9173 -0.8009 5.2928
H -5.9982 -0.0946 3.3842
H -0.3270 -4.1265 2.7025
H -5.8487 -5.2985 -0.5850
H 3.5089 2.8338 2.0179
H -4.3183 -4.8920 -2.3171
H 0.2109 2.0951 4.5445
H 2.0282 4.6240 3.1056
H -1.2875 3.6126 0.8947
H -1.5728 3.3643 3.0097
H 4.3375 1.6537 -2.4848
H 4.5962 -0.5338 -3.6258
H 4.1309 4.4496 1.6782
H -0.9259 2.3472 5.8743
H -5.6855 -2.8749 -1.2175
H 0.4167 -3.2136 6.6411
H 1.1868 -1.4944 -1.4694
H 1.7337 2.7594 -0.9025
H -2.9801 -4.3297 -1.3064
H -4.0328 1.4101 -5.1831
H 5.4639 -0.6041 -2.1176
H 4.8644 4.2669 -2.9523
H -0.2669 -0.5150 5.3490
H -2.0289 2.8070 -0.4242
H 1.3829 -4.1185 -3.6011
H -0.8583 0.3425 2.2861
H 1.7296 -6.6228 -0.8205
H -1.3874 1.3803 4.4264
H -3.2495 -3.6318 2.7428
H 3.2783 0.3191 3.1711
```